Entry 1:
Here is 2 unconnected molecules or ions with the total composition C4H13NO from the OMol25 dataset. Energies are from ωB97M-V with the def2-TZVPD basis set.

Each line ends with the Löwdin spin population.
Cartesian coordinates (Å):
1 C -0.98080 -1.69076 0.73408  0.0102
2 C -0.27183 -1.34884 -0.55650  0.0647
3 C 0.83293 -0.22103 -0.54058  0.0953
4 N 2.07025 -0.59562 0.06737  0.6494
5 C 2.33589 0.02331 1.40402  0.0653
6 H -1.92955 -1.15035 0.80158  0.0002
7 H -1.35016 -2.72258 0.71799  0.0043
8 H -0.48484 -1.72274 1.70150  0.0010
9 H 0.16530 -2.26750 -0.92520  -0.0003
10 H -0.99427 -0.98893 -1.28088  0.0053
11 H 1.03723 0.02619 -1.59270  0.0381
12 H 0.44778 0.68624 -0.09567  0.0016
13 H 2.30208 -1.58757 0.11828  0.0165
14 H 2.44164 1.08280 1.20320  0.0100
15 H 1.72121 -0.24111 2.28127  0.0342
16 H 3.29700 -0.44501 1.63039  0.0043
17 H -3.82101 3.70867 -1.71727  0.0000
18 H -3.65648 3.33983 -0.29153  0.0000
19 O -3.20897 3.22857 -1.14402  0.0000

Values from the calculation:
**Spin multiplicity**: 2
**E_LUMO (spin up / spin down)**: -0.1107 / -0.2959 hartree
**Highest occupied orbital energy (spin up / spin down)**: -13.9 / -13.9 eV
**Gap between HOMO and LUMO (spin up / spin down)**: 10.90 / 5.86 eV
**Charge**: +1
**Molar mass**: 91.154 g mol⁻¹
**Electronic energy**: -7887.22946 eV
**ΔE to the lowest compared entry with this formula, charge and spin**: 0.865 eV
**Largest force on an atom**: 4.279 eV/A

***

Entry 2:
Here is 2 unconnected molecules or ions with the total composition C3H13N2O from the OMol25 dataset. Energies are from ωB97M-V with the def2-TZVPD basis set.

Each line ends with the Mulliken charge.
Cartesian coordinates (Å):
1 N -1.51741 0.58850 1.25608  -0.2473
2 C -0.90381 1.56557 0.38719  -0.5846
3 C -0.50750 0.81968 -0.90361  -0.6455
4 N 0.42391 -0.14865 -0.58129  -0.1452
5 C 1.72327 0.21740 0.03027  -0.9269
6 H -1.07705 -0.34974 0.94876  0.3180
7 H -2.54603 0.35815 1.16413  0.3627
8 H -1.36198 0.77201 2.21782  0.3362
9 H -0.02703 1.93741 0.86863  0.3688
10 H -1.62566 2.38587 0.07294  0.3340
11 H -0.10984 1.58255 -1.59131  0.3597
12 H -1.45773 0.36756 -1.26717  0.3791
13 H 0.59517 -1.10845 -1.02813  0.1891
14 H 1.81422 -0.45164 0.95281  0.2701
15 H 2.55414 -0.03461 -0.67172  0.3197
16 H 1.80839 1.27520 0.34258  0.3305
17 H 0.04529 -3.54962 -1.04924  0.3467
18 H 1.53727 -3.16873 -0.75917  0.3474
19 O 0.63239 -3.05845 -0.38957  -0.7124

Values from the calculation:
**E_LUMO**: -0.1231 hartree
**Highest occupied orbital energy**: -12.6 eV
**Gap between HOMO and LUMO**: 9.22 eV
**Charge**: +1
**Molar mass**: 93.150 g mol⁻¹
**Electronic energy**: -8342.13462 eV
**ΔE to the lowest compared entry with this formula, charge and spin**: 1.848 eV
**Largest force on an atom**: 4.154 eV/A

***

Entry 3:
Here is a single C4H3NO molecule from the OMol25 dataset. Energies are from ωB97M-V with the def2-TZVPD basis set.

Each line ends with the Mulliken charge.
Cartesian coordinates (Å):
1 O 0.18219 -1.92627 1.16451  -0.4546
2 C 0.61989 -0.81461 1.03387  -0.0507
3 C 0.30654 0.23992 0.05004  0.2915
4 C -0.91766 1.26502 0.17312  -0.1954
5 N -1.24326 1.37987 -1.04527  -0.2469
6 C -0.60535 0.13221 -1.17666  -0.2056
7 H 1.39410 -0.39908 1.62589  0.3061
8 H 1.32824 0.89777 -0.14705  0.2969
9 H -1.06469 -0.77483 -1.67845  0.2586

Values from the calculation:
**E_LUMO (spin up / spin down)**: -0.0246 / -0.0246 hartree
**Highest occupied orbital energy (spin up / spin down)**: -9.1 / -9.1 eV
**Gap between HOMO and LUMO (spin up / spin down)**: 8.43 / 8.44 eV
**Charge**: 0
**Molar mass**: 81.074 g mol⁻¹
**Electronic energy**: -7728.50062 eV
**Structure (SMILES)**: O=C[C@@H]1C2=N[C@H]21
**ΔE to the lowest compared entry with this formula, charge and spin**: 4.243 eV
**Largest force on an atom**: 4.074 eV/A